[1]
This record from OMol25 describes a molecular structure, C26H20NPReS4Sb. The level of theory is ωB97M-V/def2-TZVPD.

For the HOMO energy, the calculation gives -14.87 eV. The strongest force on any atom comes out at 0.50 eV/A. The net charge is +2. Its energy relative to the best compared isomer or geometry (same formula, charge and spin) is 0.0 kJ/mol.

Element x y z (Å)
C (-3.2199, -2.3854, 0.6772)
C (3.0384, 0.2141, -0.0715)
S (-0.5840, -0.3767, 1.4083)
C (-4.0842, -3.6924, -1.1448)
H (-3.2381, -0.5994, -2.2265)
C (-3.8495, 3.0449, 2.8221)
H (2.7410, 2.3939, -1.7353)
H (-3.8942, -4.4055, 0.8744)
S (1.7825, -2.2619, 1.1263)
C (-2.5576, 2.0475, -1.6238)
H (-3.5411, 4.0109, 3.1984)
H (2.0718, 1.0123, 2.2917)
C (0.9527, 3.8116, 0.7607)
H (3.6206, -0.2523, 0.7123)
H (-4.1783, -2.7212, -3.0554)
C (-3.7427, -3.5739, 0.1993)
N (-0.6562, 5.7864, 1.1997)
C (-3.0428, -1.3096, -0.1990)
C (1.1413, 2.8671, 1.7669)
C (2.4368, 1.5213, 0.2147)
H (-5.0072, -0.3909, 1.4455)
H (0.7104, 3.0290, 2.7457)
H (-0.4567, 2.7456, -4.1680)
H (-3.5644, 2.2414, -1.2717)
C (-1.7131, 1.1939, -0.9087)
C (-4.6813, 0.5640, 1.8375)
H (0.9913, 1.2507, -2.9256)
H (-2.9639, -2.2929, 1.7267)
P (-2.3391, 0.2137, 0.4187)
H (-4.4964, -4.6225, -1.5131)
C (-0.3988, 0.9192, -1.2969)
C (-3.4288, 1.0812, 1.5049)
Sb (1.1741, -3.6763, -0.5704)
H (1.4288, 4.4324, -1.2435)
C (1.8771, 1.7271, 1.5016)
C (-0.8156, 2.3228, -3.2382)
C (-5.5129, 1.2970, 2.6701)
C (-5.0972, 2.5276, 3.1589)
H (-2.7261, 3.3061, -3.3494)
S (0.6633, -1.7227, -1.9003)
H (-2.0438, 2.7306, 1.7139)
C (-3.3811, -1.4286, -1.5454)
S (0.7031, -5.7498, -0.9393)
C (-3.9065, -2.6256, -2.0130)
C (0.0082, 1.4692, -2.5185)
Re (1.0038, -0.2871, -0.2234)
C (-2.0940, 2.6340, -2.7854)
C (1.5560, 3.6643, -0.4929)
H (-5.7535, 3.0959, 3.8046)
H (-6.4876, 0.9094, 2.9325)
C (2.2807, 2.5269, -0.7643)
C (-3.0101, 2.3244, 1.9950)
C (0.0890, 4.9329, 1.0129)
H (3.4899, 0.1131, -1.0603)

Results of the Löwdin charge analysis, in e, for atoms 1 through 5: C -0.102; C -0.217; S 0.433; C -0.037; H 0.111



[2]
This record from OMol25 describes 5 unconnected molecules or ions with the total composition C27H48NO11PS4. The level of theory is ωB97M-V/def2-TZVPD.

For the HOMO energy, the calculation gives -7.29 eV. The strongest force on any atom comes out at 4.71 eV/A. Its structure (SMILES) is CP(O)[C@H](Cc1ccccc1)OC(=O)CN.O=S1(=O)CCCC1.O=S1(=O)CCCC1.O=S1(=O)CCCC1.O=S1(=O)CCCC1.

Element x y z (Å)
H (-6.6694, -11.6902, 1.0737)
O (5.5124, 3.5788, 5.9962)
O (-2.4171, -0.9091, -2.4500)
H (3.8601, 6.4541, 5.3861)
C (-2.6749, -5.4624, -3.2462)
H (5.6602, 5.9909, 8.5062)
C (-5.1867, -10.0985, 1.1479)
H (3.6778, 0.4445, 3.3029)
O (-3.6009, -1.3558, -0.5329)
H (1.2660, 1.2793, 4.1069)
C (2.6751, 5.8209, -5.7295)
O (-3.9302, -9.0364, -0.9112)
H (-0.6585, 5.8754, -6.4172)
H (-7.2285, -8.1418, -0.2317)
H (3.1296, 3.6977, -5.9487)
H (-3.5987, -7.1978, -1.9672)
O (-0.0836, 3.6739, -4.9232)
C (-1.8248, -4.1650, -3.2472)
C (1.4416, 0.6054, -1.2889)
H (1.6607, 3.8917, 2.6105)
H (2.4260, 4.1366, -4.3666)
C (1.7204, 2.2750, 4.0729)
H (-3.0879, -5.8925, -4.2157)
S (-4.9539, -8.7024, 0.0526)
C (1.7004, 2.8014, 2.6365)
H (-7.3061, -10.1209, 1.5639)
C (-1.5440, -4.3435, -0.6228)
H (-1.5995, -3.6363, -4.2329)
H (0.6425, 5.7356, -7.6372)
H (3.3556, 6.2527, -4.9924)
S (3.2447, 2.2860, 1.8936)
C (-0.3106, -2.2706, -1.8575)
H (0.9385, 6.6094, -4.7133)
C (-2.3969, -5.6461, -0.6248)
H (6.8188, 4.6857, 8.1123)
C (4.8814, 6.0783, 5.4569)
H (2.4595, 0.5100, -1.8219)
C (-6.9586, -10.2695, -0.5600)
H (-2.5802, -6.1997, 0.3494)
O (3.6858, 4.6815, 7.3587)
O (4.0295, 3.4639, 1.5987)
C (-3.4373, -0.5689, -1.5077)
H (3.1467, 5.9252, -6.7120)
H (0.4164, -2.3124, -0.9673)
C (-6.6023, -10.6161, 0.8871)
C (3.1847, 2.1815, 4.5067)
C (3.9156, 1.5095, 3.3527)
H (7.5937, 5.8926, 6.1287)
P (0.0726, 0.4202, -2.6207)
H (-1.2142, -0.5310, -0.7242)
H (-1.1596, -3.9775, 0.3920)
C (1.3213, 6.5341, -5.7363)
H (5.2020, 5.6879, 4.4891)
N (-5.3357, 0.6129, -2.8232)
H (-5.1072, 0.7134, -0.7142)
C (-4.4106, 0.6944, -1.6308)
C (-6.5438, -8.8167, -0.7499)
H (1.3971, 7.5442, -6.1437)
O (0.8583, 3.1473, -7.2131)
C (0.3981, 5.6604, -6.5755)
C (-1.2274, -3.5687, -1.9405)
H (-0.2850, 2.3384, -3.6522)
C (5.8426, 7.1496, 5.9760)
H (7.5202, 7.1455, 7.3757)
C (-2.9788, -6.2321, -1.9339)
C (2.4130, 4.3419, -5.4386)
C (-1.1101, -0.8781, -1.8241)
H (-6.3955, -10.9128, -1.2440)
C (6.9210, 6.4397, 6.7971)
H (1.4023, 1.6001, -0.7387)
H (-6.4528, -8.5288, -1.7970)
H (5.3001, 7.8518, 6.6172)
H (3.2972, 1.6183, 5.4348)
H (3.5866, 3.1860, 4.6697)
H (-3.8732, 1.7019, -1.6468)
H (1.4011, -0.2936, -0.5620)
H (-4.7096, 0.6528, -3.6461)
H (1.1425, 2.9213, 4.7373)
O (-0.7423, 1.9047, -2.8813)
H (0.8685, 2.3857, 2.0666)
H (6.2738, 7.7239, 5.1530)
C (6.1775, 5.4647, 7.7009)
H (-4.4346, -10.8500, 0.9012)
S (4.9397, 4.7382, 6.6414)
H (-5.0613, -9.7721, 2.1807)
H (-8.0223, -10.4124, -0.7609)
O (2.9798, 1.2678, 0.9009)
S (0.7667, 3.9966, -6.0488)
H (-5.8336, -0.2859, -2.7677)
H (0.3379, -2.2509, -2.8149)
O (-4.9118, -7.4875, 0.8334)
H (4.9955, 1.6521, 3.3870)

Results of the Löwdin charge analysis, in e, for atoms 1 through 5: H 0.115; O -0.324; O -0.088; H 0.106; C -0.075



[3]
This record from OMol25 describes 2 unconnected molecules or ions with the total composition C27H38N3O. The level of theory is ωB97M-V/def2-TZVPD.

For the HOMO energy, the calculation gives -11.24 eV. The strongest force on any atom comes out at 3.27 eV/A. The net charge is +1. Its energy relative to the best compared isomer or geometry (same formula, charge and spin) is 0.0 kJ/mol.

Element x y z (Å)
H (0.1805, -6.1752, -1.5931)
H (-5.6308, 3.2511, 0.5145)
H (4.4014, -0.4404, -1.5150)
H (0.1027, 4.5930, 1.5580)
C (-6.3146, 1.2497, 0.2601)
H (-1.9027, -6.3825, 0.6502)
H (0.9492, 3.1458, 2.0902)
H (-0.1283, 5.0095, -1.0244)
N (2.2119, 3.9248, -0.0804)
C (-0.6095, -6.7155, -1.0533)
H (7.5145, 0.8415, 2.0591)
H (-8.1776, 1.0481, 1.2911)
H (-8.3335, 1.3257, -0.4442)
H (-0.3045, -5.7242, 0.8442)
H (6.8234, -0.7675, -1.8166)
C (-5.3313, 2.2338, 0.3271)
C (2.5708, 1.6564, -0.4664)
N (-2.0973, -3.7025, 0.7836)
H (2.9218, 1.0938, 1.5675)
C (5.4772, 0.7495, 1.4347)
H (0.2553, -8.6880, -1.4105)
H (0.5714, 3.8207, -2.1159)
H (-1.3531, -3.5713, 1.4577)
C (0.0284, 3.9434, -1.1800)
H (-7.8921, 2.6559, 0.6254)
C (0.1568, 0.8885, -0.4070)
C (-0.1031, -8.0698, -0.5848)
H (-1.4172, -6.8394, -1.7878)
H (0.4833, -0.1099, -0.6287)
O (4.4032, 3.2794, -0.4910)
H (-3.2710, 2.7116, 0.2143)
H (3.5466, 5.5246, 0.0598)
C (2.4760, 5.3379, 0.1218)
H (-6.6739, -0.8290, -0.0325)
C (-5.9199, -0.0618, 0.0188)
C (-1.1073, -5.8561, 0.1076)
C (-3.5889, 0.5982, -0.0935)
N (1.1010, 1.8679, -0.3055)
H (0.7190, -7.9572, 0.1246)
H (5.0948, 1.1892, 2.3402)
H (-0.8297, -3.9574, -0.8811)
H (-1.9988, -0.7918, -0.4967)
C (3.2236, 3.0293, -0.3592)
H (2.1172, 5.6474, 1.1017)
H (2.7449, 1.2670, -1.4768)
H (-0.9435, 3.4737, -1.3067)
C (6.4462, -0.3538, -0.8960)
C (-1.6198, -4.4936, -0.3386)
C (6.8339, 0.5529, 1.2755)
C (-2.2230, 0.2381, -0.2879)
C (-4.5943, -0.3857, -0.1538)
H (-2.4364, -4.6267, -1.0592)
C (5.0886, -0.1635, -0.7333)
H (-2.4087, -2.7815, 0.4985)
C (0.2568, 3.5365, 1.3467)
C (7.3223, 0.0079, 0.1064)
H (1.9659, 5.9254, -0.6389)
C (-4.0016, 1.9237, 0.1569)
H (-0.6909, 3.0237, 1.4877)
C (3.1188, 0.6777, 0.5740)
H (-4.3067, -1.4051, -0.3398)
H (-0.8897, -8.6267, -0.0721)
H (2.5645, -0.2659, 0.5252)
C (-1.1850, 1.1447, -0.2301)
C (0.8462, 3.3290, -0.0456)
H (8.3845, -0.1251, -0.0281)
C (-7.7545, 1.5887, 0.4427)
C (4.5880, 0.4040, 0.4278)
H (-1.4515, 2.1575, -0.0195)

Results of the Löwdin charge analysis, in e, for atoms 1 through 5: H 0.107; H 0.119; H 0.110; H 0.095; C -0.242



[4]
This record from OMol25 describes 4 unconnected molecules or ions with the total composition C3H16N2O3. The level of theory is ωB97M-V/def2-TZVPD.

For the HOMO energy (spin up / spin down), the calculation gives 0.85 / -5.58 eV. The strongest force on any atom comes out at 3.26 eV/A. The net charge is -1. The spin multiplicity is 2. Its energy relative to the best compared isomer or geometry (same formula, charge and spin) is 155.1 kJ/mol.

Element x y z (Å)
N (-0.1668, 1.5829, 2.4644)
H (-1.9236, 1.5845, -2.2631)
C (-0.2048, -2.3621, -0.4364)
H (0.4315, -0.4870, -0.8982)
H (1.5936, 2.6252, -2.4776)
H (-0.1097, 1.5178, 0.3347)
H (1.9739, -2.4679, 1.0807)
H (-1.5520, -0.3403, 1.1352)
O (2.8992, -2.4184, 0.8087)
H (-3.4068, 1.9202, -1.7112)
H (-0.2875, 2.5859, 2.3990)
H (0.6717, -2.7604, 0.0597)
H (-0.4856, -1.0670, 1.9385)
H (2.8976, -2.9722, 0.0145)
H (-1.0243, -2.8858, 0.0938)
N (-0.3004, -0.8979, -0.3296)
H (0.3800, 1.3990, 3.2904)
O (-2.8619, 1.6585, -2.4694)
H (-0.2795, -2.5814, -1.5048)
H (0.0056, 2.8606, -2.7963)
C (0.2384, 0.9691, 1.2403)
H (1.2823, 0.5767, 1.2622)
C (-0.4436, -0.4139, 1.0499)
O (0.6725, 2.3739, -2.2853)

Results of the Löwdin charge analysis, in e, for atoms 1 through 5: N -0.027; H -0.026; C -0.167; H 0.067; H -0.054



[5]
This record from OMol25 describes a molecular structure, C16H26B2N6O2V. The level of theory is ωB97M-V/def2-TZVPD.

For the HOMO energy (spin up / spin down), the calculation gives -5.52 / -7.33 eV. The strongest force on any atom comes out at 4.98 eV/A. The spin multiplicity is 4.

Element x y z (Å)
C (2.8391, 0.5519, 3.3621)
C (-3.8581, -0.2906, 1.3635)
B (-3.1514, 0.3137, -1.1096)
H (-3.9100, -1.6846, -3.1234)
C (-3.1784, -0.5616, 2.5613)
B (1.3438, 0.3356, 1.7936)
C (3.0598, 0.5911, 4.8628)
H (0.9959, 2.6038, 3.9525)
H (4.0505, 1.0129, 5.0929)
H (3.9468, -0.2864, 1.6397)
C (-1.8137, -0.4287, 2.2791)
H (1.2183, -0.4960, 0.9159)
C (-1.8343, 3.7857, -1.7605)
N (-1.0577, 1.8189, -1.0178)
C (2.6334, 1.9637, 2.6454)
C (3.8926, 2.5819, 2.0691)
H (3.8525, -1.3376, 3.0675)
O (1.7162, 1.6633, 1.5703)
C (3.9676, -0.2928, 2.7408)
H (4.3566, 1.9369, 1.3142)
H (4.9473, 0.0662, 3.0822)
H (1.7111, 1.2735, -1.4747)
H (-4.9068, -0.2792, 1.1205)
O (1.5892, -0.1199, 3.0985)
H (3.0312, -0.4327, 5.2641)
C (-1.8288, -2.5939, -3.1165)
C (-2.8713, 2.8513, -1.8150)
H (2.6085, 3.2441, 4.4057)
H (3.6386, 3.5412, 1.6055)
H (-1.8723, 4.8193, -2.0479)
H (0.2734, -2.5486, -2.3093)
H (4.6161, 2.7715, 2.8724)
H (1.5325, -0.4180, -2.0402)
C (1.6650, 0.2191, -1.1471)
V (-0.2964, 0.2394, -0.3949)
C (1.9545, 2.9808, 3.5636)
N (-2.4207, 1.6717, -1.3719)
H (-3.8960, 2.9499, -2.1470)
N (-1.6615, -0.0972, 0.9717)
H (-1.8626, -3.4247, -3.8066)
H (-3.6177, -0.8169, 3.5058)
N (-2.9519, -0.0143, 0.4106)
H (-4.3091, 0.3904, -1.3935)
H (2.5650, -0.0528, -0.5922)
N (-2.4414, -0.8136, -1.9042)
H (2.2997, 1.1978, 5.3713)
H (0.2842, 3.4534, -1.0199)
H (-0.9572, -0.5536, 2.9244)
C (-0.7150, 3.1213, -1.2545)
N (-1.0950, -1.0773, -1.6257)
C (-2.8833, -1.7240, -2.7918)
C (-0.7257, -2.1524, -2.3609)
H (1.7638, 3.8981, 2.9919)

Results of the Löwdin charge analysis, in e, for atoms 1 through 5: C -0.475; C -0.065; B -0.474; H 0.119; C -0.056



[6]
This record from OMol25 describes a single C4H11N3O2 molecule. The level of theory is ωB97M-V/def2-TZVPD.

For the HOMO energy, the calculation gives -9.18 eV. The strongest force on any atom comes out at 6.33 eV/A. Its structure (SMILES) is C[C@H](O)CN(N)C(N)=O. Its energy relative to the best compared isomer or geometry (same formula, charge and spin) is 258.9 kJ/mol.

Element x y z (Å)
H (0.8712, 0.3000, 1.3310)
H (0.8864, -2.0170, 0.4884)
O (2.8943, -0.0554, -0.1956)
H (3.0430, -0.4567, 0.6674)
H (1.5233, 0.0320, -1.6431)
C (-1.3879, 0.8864, 1.3244)
H (0.6136, 1.5323, -0.0566)
N (-2.3910, 1.7111, 0.8860)
N (-0.8658, -0.0323, 0.2226)
N (-1.4760, 0.1305, -1.0372)
C (1.6036, -0.3643, -0.6303)
H (2.0517, -2.4720, -0.8331)
H (-1.4458, -0.7627, -1.5190)
O (-1.1283, 0.6868, 2.4825)
H (-1.0163, 0.8001, -1.6616)
H (0.3774, -2.0566, -1.1523)
C (0.4666, 0.5236, 0.3454)
C (1.2367, -1.8214, -0.5382)
H (-3.1107, 1.9036, 1.5677)
H (-2.7460, 1.5319, -0.0485)

Results of the Löwdin charge analysis, in e, for atoms 1 through 5: H 0.114; H 0.091; O -0.040; H 0.095; H 0.122



- Among the records above, which one has the highest strongest force on any atom?
  C4H11N3O2



- The highest strongest force on any atom belongs to which entry?
  C4H11N3O2